Record 1
Entry from OMol25: a cluster of 3 separate species, C16H19FN2O5S in total in a non-equilibrium geometry (wB97M-V/def2-TZVPD).

Results
Charge: 0
Largest force on an atom: 7.50 eV/A
Orbital gap: 0.23409 Eh
LUMO level: -2.12 eV
DFT total energy: -43665.5382 eV
2S+1: 1
SMILES: CC(C)CC1=C(S(=O)(=O)F)C(=O)OC1=O.c1cc[nH]c1.c1cc[nH]c1

Positions of all 44 atoms, in Å:
C1 -1.845 1.625 0.711
C2 -0.509 0.757 0.896
C3 -0.861 -0.836 0.898
C4 0.308 1.037 2.259
C5 -0.293 2.190 3.179
C6 0.281 3.481 3.423
S1 1.833 4.252 2.789
O1 1.520 5.196 1.645
O2 2.505 5.088 3.863
F1 2.969 3.092 2.296
C7 -0.588 4.372 4.455
O3 -0.494 5.575 4.720
O4 -1.473 3.368 5.010
C8 -1.602 2.256 4.096
O5 -2.556 1.461 4.050
H1 -1.692 2.753 0.868
H2 -2.163 1.502 -0.398
H3 -2.747 1.229 1.318
H4 0.195 0.974 0.005
H5 -1.417 -1.135 1.866
H6 0.166 -1.373 0.853
H7 -1.464 -1.147 -0.037
H8 1.397 1.248 1.966
H9 0.299 0.070 2.882
C9 2.425 0.215 -3.501
C10 1.454 1.232 -3.672
C11 0.219 0.639 -3.571
N1 0.409 -0.698 -3.350
C12 1.751 -0.965 -3.301
H10 3.499 0.333 -3.521
H11 1.637 2.282 -3.848
H12 -0.776 1.052 -3.638
H13 -0.325 -1.379 -3.240
H14 2.109 -1.969 -3.129
C13 0.531 -5.388 -1.492
C14 -0.382 -4.651 -0.698
C15 -1.318 -4.110 -1.545
N2 -1.000 -4.489 -2.824
C16 0.123 -5.272 -2.799
H15 1.391 -5.942 -1.146
H16 -0.359 -4.531 0.376
H17 -2.179 -3.489 -1.351
H18 -1.512 -4.231 -3.652
H19 0.535 -5.677 -3.711

Here are the natural (NBO) charges for atoms 1 to 4, given in e: -0.650 -0.207 -0.626 -0.469

=====

Record 2
Entry from OMol25: the ion C16H19FN3O4S with charge +1 in a non-equilibrium geometry (wB97M-V/def2-TZVPD).

Results
Charge: +1
Largest force on an atom: 3.49 eV/A
Orbital gap: 0.28236 Eh
LUMO level: -4.11 eV
DFT total energy: -43100.3790 eV
2S+1: 1
SMILES: C=Cc1c(CCSc2nnco2)c(COC)c(C[C@H]2CO2)[n+](O)c1F
ΔE to the lowest compared entry with this formula, charge and spin: 0.000 eV

Positions of all 44 atoms, in Å:
C1 2.410 -0.043 3.146
C2 1.458 -0.784 2.595
C3 0.402 -0.199 1.740
C4 -0.123 -0.881 0.628
C5 0.421 -2.221 0.218
C6 1.289 -2.083 -1.084
S1 2.983 -2.693 -0.923
C7 3.900 -1.235 -0.809
N1 5.014 -1.023 -1.431
N2 5.460 0.203 -1.050
C8 4.582 0.674 -0.232
O1 3.563 -0.175 -0.029
C9 -1.160 -0.321 -0.150
C10 -1.744 -1.072 -1.321
O2 -2.366 -2.294 -0.985
C11 -3.163 -2.262 0.182
C12 -1.638 0.946 0.184
C13 -2.706 1.659 -0.603
C14 -2.085 2.055 -1.969
C15 -1.513 3.430 -2.037
O3 -0.725 2.111 -1.979
N3 -1.109 1.590 1.246
O4 -1.529 2.834 1.640
C16 -0.136 1.053 2.002
F1 0.261 1.799 2.989
H1 2.998 -0.451 3.951
H2 2.575 0.953 2.776
H3 1.421 -1.853 2.710
H4 -0.388 -2.918 0.044
H5 1.096 -2.592 0.970
H6 1.368 -1.038 -1.374
H7 0.799 -2.575 -1.912
H8 4.637 1.627 0.251
H9 -0.922 -1.321 -1.981
H10 -2.436 -0.476 -1.907
H11 -3.799 -3.138 0.164
H12 -2.561 -2.314 1.091
H13 -3.810 -1.383 0.225
H14 -3.020 2.584 -0.150
H15 -3.530 0.992 -0.812
H16 -2.592 1.710 -2.855
H17 -1.015 3.815 -2.914
H18 -1.149 3.885 -1.125
H19 -1.417 3.426 0.884

Here are the natural (NBO) charges for atoms 1 to 4, given in e: -0.286 -0.244 -0.145 0.154

=====

Record 3
Entry from OMol25: a structure of composition C16H19IN3O8S2 in a non-equilibrium geometry (wB97M-V/def2-TZVPD).

Results
Charge: -1
Largest force on an atom: 1.65 eV/A
Orbital gap: 0.24136 Eh
LUMO level: 0.79 eV
DFT total energy: -67517.4785 eV
2S+1: 1

Positions of all 49 atoms, in Å:
C1 -1.884 1.191 4.694
S1 -1.918 -0.471 4.028
O1 -2.607 -1.212 5.041
O2 -2.619 -0.452 2.771
N1 -0.426 -1.014 3.981
S2 0.584 -0.373 2.882
O3 1.582 0.431 3.533
O4 1.170 -1.446 2.134
C2 -0.222 0.749 1.739
C3 0.822 1.442 0.854
C4 0.814 1.106 -0.633
I1 0.558 -0.962 -1.125
H1 -1.915 1.045 5.758
H2 -0.971 1.709 4.450
H3 -2.764 1.721 4.375
H4 -0.740 1.505 2.298
H5 -0.972 0.253 1.155
H6 1.794 1.306 1.300
H7 0.622 2.502 0.901
H8 1.772 1.384 -1.037
H9 0.067 1.642 -1.183
C5 0.253 -4.582 1.514
C6 -0.698 -5.591 1.608
C7 -0.649 -6.679 0.754
C8 0.361 -6.743 -0.189
C9 1.313 -5.746 -0.305
C10 1.255 -4.662 0.555
N2 0.430 -7.904 -1.083
O5 -0.430 -8.760 -0.977
O6 1.345 -7.955 -1.886
H10 0.218 -3.730 2.179
H11 -1.480 -5.525 2.351
H12 -1.386 -7.464 0.823
H13 2.090 -5.810 -1.051
H14 1.987 -3.870 0.481
C11 -0.298 5.839 -5.484
C12 -1.263 5.301 -4.644
C13 -0.911 4.839 -3.388
C14 0.409 4.928 -2.992
C15 1.385 5.454 -3.814
C16 1.025 5.911 -5.070
N3 0.783 4.455 -1.650
O7 -0.095 3.977 -0.960
O8 1.946 4.566 -1.316
H15 -0.577 6.202 -6.463
H16 -2.292 5.242 -4.968
H17 -1.656 4.418 -2.730
H18 2.411 5.508 -3.485
H19 1.776 6.327 -5.726

Here are the natural (NBO) charges for atoms 1 to 4, given in e: -0.900 2.313 -1.002 -1.003

=====

Record 4
Entry from OMol25: an isolated molecule of C16H19N3O4 in a non-equilibrium geometry (wB97M-V/def2-TZVPD).

Results
Charge: 0
Largest force on an atom: 1.27 eV/A
Orbital gap: 0.32902 Eh
LUMO level: 0.74 eV
DFT total energy: -29558.4101 eV
2S+1: 1
SMILES: COC[C@@H]1CCN(Cc2nc(-c3ccc4c(c3)OCO4)no2)C1
ΔE to the lowest compared entry with this formula, charge and spin: 4.479 eV

Positions of all 42 atoms, in Å:
C1 0.891 2.584 3.029
O1 1.285 3.142 1.802
C2 2.454 2.596 1.242
C3 2.305 1.173 0.690
C4 2.621 0.035 1.664
C5 2.916 -1.145 0.737
N1 3.454 -0.573 -0.500
C6 2.934 -1.182 -1.709
C7 1.481 -0.897 -1.881
N2 0.488 -1.453 -1.258
C8 -0.594 -0.718 -1.667
C9 -1.943 -0.977 -1.212
C10 -2.175 -2.023 -0.325
C11 -3.453 -2.308 0.140
C12 -4.476 -1.510 -0.315
C13 -4.246 -0.456 -1.208
C14 -2.991 -0.165 -1.673
O2 -5.434 0.163 -1.490
C15 -6.418 -0.528 -0.752
O3 -5.808 -1.572 -0.021
N3 -0.262 0.235 -2.501
O4 1.086 0.130 -2.646
C16 3.316 0.879 -0.428
H1 0.477 1.577 2.909
H2 1.729 2.543 3.735
H3 0.116 3.238 3.427
H4 2.696 3.273 0.417
H5 3.278 2.626 1.973
H6 1.285 1.065 0.306
H7 3.507 0.292 2.246
H8 1.806 -0.193 2.348
H9 1.996 -1.705 0.536
H10 3.655 -1.830 1.163
H11 3.089 -2.260 -1.644
H12 3.483 -0.785 -2.566
H13 -1.337 -2.619 -0.002
H14 -3.641 -3.116 0.826
H15 -2.800 0.642 -2.359
H16 -6.914 0.167 -0.055
H17 -7.168 -0.950 -1.439
H18 3.019 1.305 -1.387
H19 4.292 1.298 -0.153

Here are the natural (NBO) charges for atoms 1 to 4, given in e: -0.248 -0.532 -0.048 -0.271